(1)
{
  "formula": "C7H17NSi",
  "method": "wB97M-V/def2-TZVPD",
  "symbols": ["C", "C", "C", "N", "C", "Si", "C", "C", "C", "H", "H", "H", "H", "H", "H", "H", "H", "H", "H", "H", "H", "H", "H", "H", "H", "H"],
  "positions_angstrom": [[2.156, -2.118, 1.152], [1.041, -1.005, 1.116], [-0.206, -1.576, 0.318], [-1.058, -0.567, -0.388], [-2.434, -0.510, -0.008], [-0.113, 1.012, -0.437], [0.196, 1.236, -2.272], [-0.908, 2.660, 0.024], [1.365, 0.433, 0.541], [2.976, -1.872, 1.800], [2.562, -2.244, 0.161], [1.748, -3.095, 1.472], [0.710, -0.882, 2.150], [0.143, -2.312, -0.431], [-0.833, -2.164, 1.015], [-2.909, -1.440, -0.248], [-2.558, -0.284, 1.056], [-2.977, 0.242, -0.588], [0.631, 2.211, -2.538], [0.820, 0.489, -2.702], [-0.800, 1.133, -2.709], [-1.717, 2.735, -0.682], [-0.290, 3.565, -0.079], [-1.269, 2.703, 1.061], [1.543, 1.114, 1.389], [2.181, 0.535, -0.172]],
  "forces_ev_per_a": [[-1.15, 0.66, -0.31], [-0.37, -0.48, -0.81], [-0.36, -0.27, -0.15], [2.35, 1.73, 0.74], [-0.25, 0.19, 0.16], [-0.40, -1.19, -0.83], [-0.17, 0.90, 0.43], [0.22, -0.33, 0.98], [-0.12, -0.32, 0.96], [0.35, 0.27, 0.46], [0.15, -0.11, -0.47], [0.00, 0.52, -0.09], [-0.02, 0.25, -0.07], [0.06, 0.31, 0.20], [0.15, 0.25, -0.16], [-0.49, -0.70, 0.09], [-0.34, -0.07, 0.16], [0.14, 0.13, 0.05], [-0.27, -0.15, 0.06], [0.49, -0.83, -0.32], [0.04, 0.15, -0.24], [-0.65, 0.32, -0.11], [0.17, -0.53, -0.28], [-0.26, -0.13, -0.30], [0.23, -0.14, -0.37], [0.49, -0.45, 0.21]],
  "lowdin_charge": [-0.08, -0.35, -0.21, -0.24, -0.17, 0.55, -0.18, -0.17, -0.20, 0.06, 0.06, 0.08, 0.12, 0.11, 0.11, 0.07, 0.08, 0.08, 0.03, 0.01, 0.03, 0.01, 0.04, 0.03, 0.07, 0.07],
  "lumo_ev": 0.94,
  "total_charge": 0,
  "homo_energy_ev": -8.21,
  "smiles": "C[C@@H]1CN(C)[Si](C)(C)C1",
  "e_above_lowest_kcal_mol": 0.0,
  "homo_lumo_gap_ev": 9.14
}



(2)
{
  "formula": "C7H18",
  "method": "wB97M-V/def2-TZVPD",
  "symbols": ["C", "C", "C", "H", "H", "H", "H", "H", "H", "H", "H", "C", "C", "C", "C", "H", "H", "H", "H", "H", "H", "H", "H", "H", "H"],
  "positions_angstrom": [[2.585, 1.179, 0.966], [2.281, -0.283, 0.674], [1.699, 1.702, 2.094], [3.644, 1.288, 1.216], [2.409, 1.798, 0.084], [2.442, -0.893, 1.564], [1.685, 1.033, 2.957], [2.871, -0.681, -0.157], [1.239, -0.392, 0.372], [2.016, 2.690, 2.451], [0.670, 1.809, 1.743], [-1.418, -0.483, -0.867], [-1.153, -1.841, -0.188], [-1.301, -0.456, -2.375], [-2.688, 0.226, -0.347], [-0.629, 0.173, -0.498], [-1.868, -2.574, -0.576], [-2.070, -1.000, -2.929], [-1.332, 0.580, -2.719], [-0.331, -0.883, -2.668], [-3.153, -0.249, 0.520], [-2.498, 1.280, -0.128], [-3.495, 0.220, -1.092], [-1.340, -1.773, 0.883], [-0.124, -2.087, -0.435]],
  "forces_ev_per_a": [[-0.03, -0.03, 0.22], [-0.14, 0.13, -0.38], [-0.03, 0.31, 0.02], [0.00, 0.05, 0.06], [0.04, -0.07, -0.11], [0.05, -0.10, -0.01], [0.07, -0.07, -0.03], [0.12, 0.00, 0.12], [-0.04, -0.06, 0.15], [0.02, -0.06, -0.08], [-0.02, -0.08, 0.05], [-0.47, 0.32, 1.20], [-0.84, 0.66, -0.99], [0.48, -0.13, -0.16], [-0.69, -0.23, -0.59], [0.33, -0.01, -0.13], [0.31, -0.21, -0.02], [-0.13, -0.04, 0.28], [0.03, 0.03, -0.08], [-0.09, 0.11, -0.11], [0.37, 0.06, 0.19], [0.03, -0.02, 0.10], [0.18, -0.01, -0.07], [0.36, 0.05, 0.13], [0.08, -0.60, 0.25]],
  "lowdin_charge": [-0.37, -0.17, -0.20, 0.08, 0.08, 0.06, 0.05, 0.05, 0.04, 0.05, 0.05, -0.52, -0.17, -0.26, -0.25, 0.08, 0.06, 0.05, 0.04, 0.04, 0.04, 0.03, 0.04, 0.05, 0.05],
  "lumo_ev": [3.91, 3.89],
  "total_charge": -1,
  "homo_energy_ev": [1.37, -7.45],
  "s_squared": 0.75,
  "spin_multiplicity": 2,
  "e_above_lowest_kcal_mol": 0.9,
  "homo_lumo_gap_ev": [2.54, 11.34]
}



(3)
{
  "formula": "C7H18",
  "method": "wB97M-V/def2-TZVPD",
  "symbols": ["C", "C", "C", "C", "H", "H", "H", "H", "H", "H", "H", "H", "H", "H", "C", "C", "C", "H", "H", "H", "H", "H", "H", "H", "H"],
  "positions_angstrom": [[0.276, 1.213, 1.214], [0.617, -0.027, 2.395], [-1.113, 1.153, 0.727], [0.636, 2.491, 1.867], [1.020, 0.889, 0.475], [0.901, 0.383, 3.359], [1.333, -0.633, 1.879], [-1.915, 1.362, 1.444], [-1.231, 1.877, -0.090], [-1.372, 0.188, 0.279], [1.688, 2.693, 2.028], [0.113, 3.231, 1.219], [0.094, 2.688, 2.808], [-0.332, -0.577, 2.425], [-0.063, -1.132, -2.529], [1.177, -1.454, -1.665], [-1.280, -1.875, -1.972], [0.239, -1.389, -3.531], [-0.197, -0.052, -2.471], [1.310, -2.539, -1.713], [2.072, -1.033, -2.094], [-1.986, -1.117, -1.625], [-1.009, -2.517, -1.139], [0.850, -1.315, -0.623], [-1.828, -2.505, -2.666]],
  "forces_ev_per_a": [[-0.07, 1.46, -0.93], [-0.55, -1.24, 0.77], [-0.98, -1.10, -0.35], [-0.46, 0.16, 0.86], [-0.13, -0.34, 0.06], [0.14, 0.19, -0.27], [0.74, 0.03, -0.10], [0.42, 0.27, 0.22], [0.13, 0.07, -0.04], [0.25, 0.05, -0.03], [0.06, -0.09, -0.21], [0.47, 0.05, 0.00], [0.07, -0.12, -0.05], [-0.05, 0.56, -0.01], [1.06, -0.16, 0.79], [-1.43, -1.33, -0.39], [-0.33, 0.52, -0.19], [-0.46, -0.05, -0.54], [-0.26, 0.05, -0.33], [0.15, -0.02, -0.04], [0.36, 0.63, 0.68], [-0.23, -0.25, 0.17], [0.05, -0.03, 0.17], [0.94, 0.63, 0.04], [0.13, 0.06, -0.28]],
  "lowdin_charge": [-0.30, 0.17, -0.05, -0.02, 0.15, 0.10, 0.09, 0.12, 0.13, 0.09, 0.11, 0.15, 0.13, 0.11, -0.30, -0.12, -0.11, 0.10, 0.09, 0.08, 0.07, 0.06, 0.06, 0.04, 0.07],
  "lumo_ev": [-2.82, -9.69],
  "total_charge": 1,
  "homo_energy_ev": [-14.36, -14.36],
  "s_squared": 0.75,
  "spin_multiplicity": 2,
  "e_above_lowest_kcal_mol": 10.9,
  "homo_lumo_gap_ev": [11.54, 4.67]
}



(4)
{
  "formula": "C7H18ClNO2P",
  "method": "wB97M-V/def2-TZVPD",
  "symbols": ["C", "O", "P", "O", "Cl", "N", "C", "C", "C", "C", "C", "C", "H", "H", "H", "H", "H", "H", "H", "H", "H", "H", "H", "H", "H", "H", "H", "H", "H", "H"],
  "positions_angstrom": [[2.981, -1.303, 1.198], [1.621, -0.867, 1.010], [1.157, 0.284, 0.080], [1.454, 1.917, 0.976], [2.411, 0.519, -1.393], [-0.431, 0.135, -0.174], [-1.011, -1.195, -0.473], [-1.173, -2.035, 0.785], [-0.209, -1.909, -1.551], [-1.259, 1.342, -0.416], [-0.597, 2.296, -1.401], [-1.616, 2.036, 0.895], [3.213, -2.095, 0.487], [3.031, -1.697, 2.213], [3.686, -0.482, 1.085], [1.146, 1.851, 1.884], [-2.010, -0.991, -0.871], [-1.749, -2.926, 0.544], [-0.215, -2.347, 1.186], [-1.714, -1.482, 1.547], [0.807, -2.113, -1.214], [-0.171, -1.314, -2.460], [-0.683, -2.858, -1.787], [-2.182, 0.970, -0.868], [0.308, 2.725, -0.979], [-0.359, 1.788, -2.332], [-1.283, 3.109, -1.622], [-0.838, 2.729, 1.200], [-1.781, 1.307, 1.683], [-2.533, 2.605, 0.766]],
  "forces_ev_per_a": [[0.75, -0.37, 0.22], [-0.46, 0.41, -0.57], [-0.32, 4.13, 3.43], [-0.25, -4.15, -3.01], [0.09, 0.01, -0.20], [1.38, 0.18, 0.03], [-0.17, -0.77, -0.03], [-0.16, 0.02, -0.10], [-0.28, 0.09, -0.04], [-0.26, 0.72, 0.06], [-0.21, -0.10, -0.06], [-0.13, -0.03, -0.09], [-0.12, 0.10, 0.01], [-0.04, 0.08, -0.14], [-0.11, 0.05, 0.02], [-0.26, -0.31, 0.36], [0.20, 0.10, 0.05], [-0.03, -0.07, 0.00], [0.05, -0.06, 0.05], [-0.05, 0.04, 0.11], [0.13, -0.15, 0.00], [0.06, 0.02, -0.09], [0.05, -0.10, -0.01], [0.21, -0.11, 0.06], [0.05, 0.13, 0.00], [0.01, 0.00, -0.14], [0.00, 0.09, -0.02], [0.03, 0.04, 0.02], [-0.08, -0.05, 0.10], [-0.08, 0.08, 0.00]],
  "lowdin_charge": [-0.05, -0.29, 0.48, -0.20, 0.61, -0.17, -0.40, -0.04, -0.05, -0.40, -0.06, -0.04, 0.10, 0.11, 0.09, 0.05, 0.14, 0.09, 0.07, 0.09, 0.06, 0.09, 0.10, 0.14, 0.06, 0.08, 0.10, 0.07, 0.08, 0.09],
  "lumo_ev": -3.15,
  "total_charge": 1,
  "homo_energy_ev": -14.04,
  "smiles": "CO[P@@](O)(Cl)=[N+](C(C)C)C(C)C",
  "e_above_lowest_kcal_mol": 0.0,
  "homo_lumo_gap_ev": 10.89
}



(5)
{
  "formula": "C7H18FN4O3",
  "method": "wB97M-V/def2-TZVPD",
  "symbols": ["C", "C", "C", "C", "C", "C", "C", "N", "N", "N", "N", "O", "O", "O", "F", "H", "H", "H", "H", "H", "H", "H", "H", "H", "H", "H", "H", "H", "H", "H", "H", "H", "H"],
  "positions_angstrom": [[-1.240, -0.276, -0.373], [-1.078, -1.531, -0.815], [-2.219, 0.816, -0.763], [1.761, 3.521, 1.158], [-1.179, -3.617, -2.096], [0.701, -1.288, 0.591], [3.225, 2.744, -0.539], [-1.495, -1.317, 2.789], [2.084, 2.655, 0.031], [-0.117, -0.038, 0.576], [-1.720, -2.345, -1.707], [1.187, 1.918, -0.537], [-0.081, -2.190, -0.151], [3.510, 2.001, -1.586], [-0.310, -1.833, 3.332], [-1.883, 1.848, -0.568], [-2.328, 0.925, -1.881], [-2.998, 0.676, -0.085], [1.427, 2.814, 2.001], [2.543, 4.100, 1.415], [0.890, 4.202, 0.917], [-1.872, -4.450, -2.070], [-0.853, -3.481, -3.245], [-0.368, -3.794, -1.436], [1.518, -1.082, -0.090], [0.766, -1.708, 1.574], [4.062, 3.302, -0.177], [-1.990, -0.888, 3.570], [-0.466, -0.007, 1.550], [-2.124, -2.056, 2.755], [-2.509, -2.046, -2.292], [2.724, 1.554, -2.011], [0.432, 0.874, 0.160]],
  "forces_ev_per_a": [[0.54, 0.50, -0.89], [-0.46, -0.86, -0.23], [2.48, 0.61, -1.02], [-4.64, -2.84, -0.26], [0.62, 0.51, -3.32], [-1.15, 0.51, -2.52], [8.59, 1.50, -4.39], [0.09, 2.08, 0.32], [-8.59, -0.45, 4.83], [-0.03, 1.32, 0.37], [-1.20, 0.84, 0.21], [0.24, 0.63, 0.01], [-0.43, -0.99, -0.21], [-0.47, -1.74, -1.95], [-0.10, -0.26, 0.47], [0.54, -0.46, 0.40], [-0.79, -0.86, 1.21], [-2.34, 0.01, 0.03], [0.57, 1.30, -0.90], [2.85, 1.66, 0.90], [0.83, -0.80, 0.06], [-0.34, 0.14, 0.23], [-0.24, -0.76, 2.55], [0.87, -0.63, -0.01], [1.09, -0.09, 0.93], [0.97, 0.23, 0.35], [-0.09, 0.14, 0.49], [0.79, 0.94, 0.54], [-0.22, 0.82, -0.48], [-0.88, -2.79, -0.99], [0.74, 0.43, 0.91], [0.96, 0.86, 0.92], [-0.78, -1.51, 1.48]],
  "lowdin_charge": [-0.20, -0.29, -0.02, 0.04, -0.07, -0.07, -0.25, 0.09, -0.24, 0.08, 0.01, -0.01, -0.02, 0.08, -0.11, 0.08, 0.11, 0.05, 0.13, 0.05, 0.13, 0.08, 0.14, 0.06, 0.15, 0.12, 0.13, 0.11, 0.13, 0.08, 0.16, 0.15, 0.12],
  "lumo_ev": [-2.36, -5.42],
  "total_charge": 1,
  "homo_energy_ev": [-8.62, -11.18],
  "s_squared": 2.01,
  "spin_multiplicity": 3,
  "homo_lumo_gap_ev": [6.26, 5.76]
}



(6)
{
  "formula": "C7H18I3MoOP2",
  "method": "wB97M-V/def2-TZVPD",
  "symbols": ["I", "I", "Mo", "P", "C", "C", "H", "H", "H", "H", "H", "H", "C", "H", "H", "H", "P", "C", "C", "H", "H", "H", "C", "H", "H", "H", "H", "H", "H", "C", "O", "I"],
  "positions_angstrom": [[-0.213, -1.827, -5.144], [-0.025, 2.613, -1.611], [0.007, 0.583, -0.003], [-2.278, 0.097, 0.182], [-3.209, -0.051, -1.386], [-2.768, -1.362, 1.155], [-3.861, -1.359, 1.280], [-4.057, 1.409, 1.108], [-2.270, -1.355, 2.129], [-2.540, 1.660, 2.030], [-2.852, -0.935, -1.930], [-2.452, -2.249, 0.592], [-2.967, 1.553, 1.030], [-4.287, -0.138, -1.172], [-2.747, 2.445, 0.439], [-3.023, 0.842, -2.002], [2.293, 0.118, 0.218], [3.220, -0.049, -1.356], [2.994, 1.559, 1.060], [2.254, -1.366, 2.146], [3.848, -1.384, 1.298], [2.433, -2.240, 0.597], [2.761, -1.370, 1.171], [2.556, 1.669, 2.067], [4.075, 1.413, 1.141], [4.293, -0.144, -1.143], [3.037, 0.840, -1.971], [2.768, 2.456, 0.468], [2.857, -0.936, -1.891], [0.058, -0.992, -1.152], [0.099, -1.721, -2.098], [-0.006, 0.219, 2.747]],
  "forces_ev_per_a": [[0.00, 0.07, -0.09], [0.05, -1.31, 1.05], [-0.13, 4.41, 1.83], [-3.40, -1.53, 0.54], [0.69, 0.23, -0.19], [0.32, -0.03, -0.19], [0.28, 0.00, -0.13], [0.23, -0.05, -0.17], [-0.28, -0.07, -0.22], [-0.15, 0.01, -0.15], [-0.25, 0.14, 0.05], [-0.21, 0.00, 0.22], [0.43, 0.28, 0.00], [0.39, -0.02, 0.07], [-0.22, 0.07, 0.15], [-0.18, -0.29, 0.15], [3.41, -1.88, 0.42], [-0.81, 0.19, -0.08], [-0.88, 0.60, 0.26], [0.37, -0.09, -0.33], [-0.08, 0.00, -0.10], [0.16, -0.10, 0.14], [-0.58, 0.25, -0.03], [0.30, -0.02, -0.43], [0.03, -0.07, -0.15], [-0.25, -0.01, 0.09], [0.18, -0.20, 0.04], [0.29, -0.08, 0.25], [0.25, 0.17, 0.06], [0.23, -4.58, -6.55], [-0.24, 3.36, 5.50], [0.03, 0.54, -1.97]],
  "lowdin_charge": [0.45, 0.66, 0.37, 0.63, -0.19, -0.23, 0.09, 0.10, -0.01, 0.02, 0.06, 0.07, -0.23, 0.10, 0.05, 0.06, 0.63, -0.19, -0.22, -0.01, 0.09, 0.07, -0.22, 0.03, 0.09, 0.09, 0.06, 0.05, 0.06, -0.28, -0.02, 0.76],
  "lumo_ev": [-14.78, -14.39],
  "total_charge": 3,
  "homo_energy_ev": [-18.25, -18.07],
  "s_squared": 2.03,
  "spin_multiplicity": 3,
  "e_above_lowest_kcal_mol": 0.0,
  "homo_lumo_gap_ev": [3.47, 3.68]
}